# 1
Computed, not measured: a cluster of 2 separate species, C7H14Cl2Si in total in a non-equilibrium geometry, with ωB97M-V/def2-TZVPD.

Energy relative to the best compared isomer or geometry (same formula, charge and spin) (kcal per mole): 88.12
Gap between HOMO and LUMO (Eh): 0.30433
HOMO energy (hartree): -0.29124

Geometry as XYZ:
```
24
Properties=species:S:1:pos:R:3:forces:R:3
C 1.906396 -2.415778 -0.850263 0.0747 0.5354 -1.0141
C 1.990296 -1.770434 0.290540 1.2020 -0.5010 2.3087
C -1.598426 -0.247854 1.109849 0.3490 -2.3855 1.1986
C -2.047693 1.823836 -0.131125 1.6059 -0.1170 2.3454
C -0.883962 -0.056775 -1.376790 -2.8629 -0.7954 -0.7290
C 2.532199 -0.434896 0.423033 -2.5649 2.2884 -1.6323
C -1.045484 0.623332 0.025407 -1.4707 -0.7004 -1.6844
Si 0.594937 1.297843 0.554669 2.7391 -2.2755 -0.5604
Cl 1.320640 2.801987 -0.628458 -0.1010 0.1214 -0.2732
Cl 0.569978 2.026260 2.431627 -0.0868 0.2765 0.7866
H 1.352890 -3.306878 -0.865769 -0.1096 -1.4458 -0.3890
H 2.318188 -1.975423 -1.767514 -0.5834 -0.1608 0.2071
H 1.934136 -2.359309 1.276422 -0.8478 1.0023 -1.4806
H -2.680089 -0.550776 0.976437 1.1854 0.3018 -0.2063
H -0.970993 -1.215457 1.343971 -1.1429 1.7984 -0.5342
H -1.553356 0.393546 1.982292 -0.2770 -0.3661 0.6791
H -1.474947 2.479547 -0.794363 -1.0046 0.8559 0.3770
H -2.278558 2.141012 0.950375 0.9809 0.5961 -1.5218
H -3.057684 1.638065 -0.411992 -0.5306 -0.8497 -1.2004
H -0.972180 0.780850 -2.065565 0.0906 -0.1941 -0.5131
H -0.038001 -0.643271 -1.677570 0.9171 -0.0488 0.6297
H -1.781732 -0.819873 -1.667937 1.6635 1.9710 1.0413
H 2.974840 0.013028 -0.520269 -0.1903 -0.5035 1.5170
H 2.888596 -0.222580 1.392987 0.9642 0.5965 0.6483
```
Forces are in eV/Å.

From a Löwdin analysis of the wavefunction, the atomic charges in e read:
1 C -0.046
2 C -0.341
3 C -0.152
4 C -0.105
5 C -0.094
6 C -0.132
7 C -0.742
8 Si -0.069
9 Cl 0.316
10 Cl 0.355
11 H 0.036
12 H 0.073
13 H 0.128
14 H 0.106
15 H 0.117
16 H 0.023
17 H 0.048
18 H 0.102
19 H 0.069
20 H 0.057
21 H 0.031
22 H 0.138
23 H 0.069
24 H 0.012

=====

# 2
Computed, not measured: a cluster of 5 separate species, C7H14Cl8N5O2 in total, with ωB97M-V/def2-TZVPD.

Charge: +1
Gap between HOMO and LUMO (Eh): 0.32366
HOMO energy (hartree): -0.48033

Geometry as XYZ:
```
36
Properties=species:S:1:pos:R:3:forces:R:3
N -1.718181 -0.114240 -2.825699 0.1845 -0.0456 0.1954
C -0.725488 -1.003502 -2.973081 -0.0269 0.0326 0.0561
N -0.672900 -2.019104 -3.848592 -0.0594 0.1450 -0.1813
C 0.464586 -2.630410 -3.596391 -0.0422 0.0620 -0.1583
N 1.132067 -2.041354 -2.608273 0.1014 -0.1590 -0.1258
N 0.381888 -0.986837 -2.205457 -0.2976 -0.0783 0.1001
C 0.848716 -0.092737 -1.124757 0.3528 0.1076 0.2310
O 1.488349 -0.833858 -0.150295 0.0431 0.0625 -0.1180
N 0.489378 -1.150475 1.034048 -0.7219 -0.3721 -0.3500
O -0.132023 -2.072775 0.797891 0.3314 0.3948 0.1395
H -2.028979 0.139917 -1.901445 0.0834 0.3801 -0.0240
H -2.219602 0.273258 -3.608654 -0.1234 -0.3069 -0.1218
H 0.805795 -3.514962 -4.108077 0.1591 -0.0160 0.0480
H 2.010036 -2.276440 -2.166673 -0.0832 0.0224 0.1888
H -0.007132 0.472978 -0.748087 -0.1071 -0.0725 -0.1022
H 1.572014 0.608088 -1.541256 0.0014 -0.0005 -0.1205
C -4.828541 0.732333 -2.312499 0.0504 -0.2138 -0.2053
Cl -3.817316 1.516634 -1.089952 -0.2168 0.0480 0.1299
Cl -4.633649 1.497460 -3.895868 -0.0156 -0.0314 0.0235
H -4.486087 -0.292708 -2.397085 -0.0973 -0.0394 -0.0125
H -5.871885 0.761037 -2.023945 0.0220 0.1788 0.0708
C 4.135182 -1.290851 3.510144 0.0725 -0.0737 -0.0050
Cl 5.409951 -2.071036 2.580166 -0.0024 0.0085 0.0001
Cl 2.533275 -1.524432 2.763082 0.3123 -0.0484 0.3835
H 4.102372 -1.723088 4.502413 -0.0247 -0.0403 -0.0116
H 4.331653 -0.227683 3.558294 -0.0255 0.0093 -0.0180
C 2.540737 2.071103 2.839776 0.0369 -0.0441 -0.0234
Cl 1.493421 3.424494 2.402959 0.0675 0.0519 0.0557
Cl 2.850655 1.976596 4.578774 -0.0333 0.0220 -0.0292
H 2.054943 1.152082 2.536175 -0.0293 -0.0108 0.0071
H 3.489990 2.196231 2.331483 0.0012 0.0541 0.0109
C -2.331674 1.972388 2.474459 -0.0406 -0.0214 0.0608
Cl -1.471066 2.311654 0.960926 0.0441 0.0534 -0.0409
Cl -2.231064 0.267209 2.916828 0.0072 -0.0290 -0.0035
H -1.878662 2.565478 3.259128 0.0804 -0.0075 -0.0084
H -3.373390 2.235300 2.336848 -0.0044 -0.0221 -0.0417
```
Forces are in eV/Å.

From a Löwdin analysis of the wavefunction, the atomic charges in e read:
1 N 0.185
2 C -0.344
3 N 0.182
4 C -0.076
5 N 0.151
6 N 0.031
7 C -0.165
8 O -0.160
9 N -0.003
10 O 0.148
11 H 0.029
12 H 0.078
13 H 0.150
14 H 0.189
15 H 0.093
16 H 0.151
17 C -0.984
18 Cl 0.530
19 Cl 0.549
20 H 0.019
21 H 0.037
22 C -0.986
23 Cl 0.537
24 Cl 0.572
25 H 0.035
26 H -0.012
27 C -1.041
28 Cl 0.513
29 Cl 0.539
30 H -0.032
31 H 0.031
32 C -0.984
33 Cl 0.462
34 Cl 0.519
35 H 0.029
36 H 0.028

=====

# 3
Computed, not measured: a structure of composition C7H14ClN2 in a non-equilibrium geometry, with ωB97M-V/def2-TZVPD.

Charge: +1
Energy relative to the best compared isomer or geometry (same formula, charge and spin) (kcal per mole): 45.20
Gap between HOMO and LUMO (Eh): 0.39969
HOMO energy (hartree): -0.51556

Geometry as XYZ:
```
24
Properties=species:S:1:pos:R:3:forces:R:3
C 1.933017 -1.032407 -0.955530 1.3995 1.0348 -1.1815
C 0.785139 -0.331404 -1.641047 0.9269 -0.2197 1.3282
C 0.584410 -0.752435 0.681727 0.0329 2.8657 2.1527
C -0.186969 -1.837099 1.254270 0.1166 -1.6940 1.0676
C -1.793322 1.808836 -0.878581 -3.8310 -0.3780 3.3208
C 1.027417 0.646504 2.080524 2.8240 -2.7412 -4.9882
C -1.519309 0.339378 -0.654307 0.1201 -1.6693 -2.0861
N 1.793601 -1.341863 0.249500 0.0258 1.7080 0.0669
N -0.000518 0.136762 -0.509592 -1.3415 -1.0101 1.6709
Cl 1.261713 2.135554 1.131638 -0.3118 0.0745 0.8566
H 2.877673 -1.146542 -1.461030 0.0806 -0.6991 -0.3710
H 0.998229 0.527256 -2.183289 0.9628 1.2108 -1.5140
H 0.382591 -1.092924 -2.254649 -1.3780 -0.5372 -0.6452
H -0.174981 -2.793176 0.684376 -0.1372 0.8314 0.0954
H -1.126154 -1.591601 1.614654 -2.2284 0.4942 0.1669
H 0.307923 -2.062598 2.205620 0.3269 -0.2096 -0.2292
H -1.631908 2.537936 -0.058384 0.3905 -0.8562 -0.0425
H -1.427000 2.224737 -1.718783 1.5909 0.9887 -3.0639
H -2.918852 1.875868 -0.989504 1.0844 -0.0870 -0.0522
H 2.074355 0.265517 2.200799 -1.2460 0.3065 0.6207
H 0.407691 0.696969 2.912847 -1.2468 0.1744 1.1544
H -1.824900 -0.223121 -1.636969 0.4283 0.7984 2.0573
H -1.997709 -0.134081 0.215641 0.0494 0.4460 -0.4139
H 0.167862 1.143934 -0.289931 1.3610 -0.8320 0.0293
```
Forces are in eV/Å.

From a Löwdin analysis of the wavefunction, the atomic charges in e read:
1 C -0.070
2 C -0.065
3 C -0.360
4 C -0.042
5 C -0.078
6 C -0.331
7 C -0.126
8 N 0.131
9 N -0.080
10 Cl 0.655
11 H 0.135
12 H 0.125
13 H 0.137
14 H 0.125
15 H 0.059
16 H 0.114
17 H 0.094
18 H 0.043
19 H 0.122
20 H 0.066
21 H 0.033
22 H 0.168
23 H 0.122
24 H 0.024

=====

# 4
Computed, not measured: an isolated molecule of C7H14ClO4P in a non-equilibrium geometry, with ωB97M-V/def2-TZVPD.

Energy relative to the best compared isomer or geometry (same formula, charge and spin) (kcal per mole): 0.00
Gap between HOMO and LUMO (Eh): 0.40970
HOMO energy (hartree): -0.37734

Geometry as XYZ:
```
27
Properties=species:S:1:pos:R:3:forces:R:3
C 0.274300 0.944869 -3.103634 -1.2513 -0.9850 4.2868
C 0.188915 2.005547 -1.915323 -0.1352 1.2130 -3.9336
O -0.398548 1.526015 -0.717382 0.0964 1.2224 -1.0312
P -0.223067 0.091267 -0.152404 -0.5461 -2.4628 1.5667
O 1.157535 -0.447979 -0.063958 -1.2607 0.3993 -0.4449
O -1.012477 0.245395 1.221813 0.5812 -0.6373 -0.5569
C -0.256951 0.783216 2.288210 -1.4394 2.5027 0.7830
C 0.086473 -0.194002 3.346478 -2.2708 2.3504 2.0848
C -1.572143 -0.961981 -0.969179 1.9371 1.5799 1.5791
Cl -3.092663 -0.188189 -0.917843 -1.3444 0.6585 -0.3326
O -1.032166 -1.378130 -2.145942 -0.0339 0.0015 -3.3336
C -1.506477 -2.365172 -1.301405 1.4741 -1.6206 1.2989
C -0.507277 -3.303495 -0.701570 -2.0731 -0.9874 1.6257
H 0.625279 -0.027119 -2.748139 0.0471 0.1416 0.5300
H -0.651445 0.694212 -3.540156 -1.3970 0.1737 -0.3678
H 0.932270 1.081086 -3.846671 2.5197 1.7222 -2.6259
H -0.436287 2.881552 -2.364185 0.5767 -1.5517 1.3513
H 1.177774 2.481653 -1.814255 -0.2392 -0.6166 0.7927
H 0.561198 1.405413 1.926527 0.5161 -0.5306 -0.1189
H -0.931382 1.557841 2.698128 0.1740 -0.2823 0.1537
H -0.806067 -0.619368 3.838410 0.0963 0.1990 -0.4796
H 0.602271 -0.947002 2.936380 2.4874 -2.8397 -1.0574
H 0.569002 0.380118 4.148563 0.4676 -0.4944 -0.2503
H -2.383460 -2.879175 -1.633026 -0.8079 0.1445 -0.1277
H 0.434910 -2.962754 -0.447683 1.7259 1.6262 0.4406
H -0.293333 -4.126092 -1.334316 -0.2924 -1.0324 -0.7615
H -0.953022 -3.682508 0.268108 0.3919 0.1060 -1.0711
```
Forces are in eV/Å.

From a Löwdin analysis of the wavefunction, the atomic charges in e read:
1 C -0.053
2 C -0.204
3 O -0.183
4 P 0.514
5 O -0.229
6 O -0.219
7 C -0.313
8 C -0.059
9 C -0.857
10 Cl 0.765
11 O -0.057
12 C -0.333
13 C -0.019
14 H 0.064
15 H 0.061
16 H 0.031
17 H 0.142
18 H 0.115
19 H 0.117
20 H 0.128
21 H 0.095
22 H 0.032
23 H 0.095
24 H 0.138
25 H 0.045
26 H 0.069
27 H 0.116

=====

# 5
Computed, not measured: a structure of composition C7H14IrOPS in a non-equilibrium geometry, with ωB97M-V/def2-TZVPD.

Charge: +1
<S²>: 8.768
Energy relative to the best compared isomer or geometry (same formula, charge and spin) (kcal per mole): 25.09
Gap between HOMO and LUMO (alpha / beta) (Eh): 0.21567 / 0.24703
Multiplicity: 6
HOMO energy (alpha / beta) (hartree): -0.31001 / -0.48200

Geometry as XYZ:
```
25
Properties=species:S:1:pos:R:3:forces:R:3
C 0.654268 -2.477015 -0.593094 1.9047 -3.6820 -0.8890
C 0.317990 -2.906475 -1.892670 -0.1191 -0.1500 0.4276
C -0.537503 -2.205960 -2.750648 -0.4442 0.0870 -0.8380
C -1.239734 -1.038388 -2.405067 -0.2521 -0.6193 -0.2282
C -1.169228 -0.391654 -1.155271 -2.2907 1.2216 -1.7075
Ir 0.368926 -0.686048 -0.020521 -1.2993 1.4233 -0.2034
P 1.844877 -1.261556 1.679568 1.7176 -1.1145 1.6153
H 1.270433 -3.235609 -0.035559 -0.5880 0.6000 -0.6772
H 0.738552 -3.846781 -2.271843 -0.2116 0.2789 0.2429
H -0.713530 -2.628753 -3.746568 0.1183 0.2634 0.4073
H -1.955966 0.417095 -1.037084 0.9415 -0.9875 -0.0035
H -1.899492 -0.638821 -3.199035 0.3840 -0.0544 0.5896
H 2.990587 -0.437040 1.831507 -0.3743 -0.3680 0.2277
H 2.464115 -2.574467 1.549838 -0.5435 0.9200 0.3414
H 1.235813 -1.316784 2.972682 0.6002 -0.0076 -0.3216
C -0.594037 2.803917 2.498942 1.4838 -0.0812 -0.0162
S -0.339817 1.499893 1.157439 -0.2291 -0.7178 0.3033
C -0.644929 2.538071 -0.224667 -0.1068 0.7188 -0.6090
O 1.200842 1.094925 0.996604 -0.2248 2.2079 1.7178
H -1.659915 3.071727 2.358054 0.6644 -0.1623 0.2216
H 0.100937 3.642493 2.264954 -0.6368 -0.4239 0.3574
H -0.356649 2.375181 3.506047 -0.4169 0.3293 -0.9908
H -0.179985 3.507292 -0.003695 -0.3100 -0.1398 -0.2570
H -0.165019 2.085046 -1.098362 -0.1766 0.2311 0.2424
H -1.731534 2.609710 -0.381552 0.4093 0.2270 0.0470
```
Forces are in eV/Å.

From a Löwdin analysis of the wavefunction, the atomic charges in e read:
1 C -0.352
2 C -0.135
3 C -0.105
4 C -0.137
5 C -0.285
6 Ir 1.163
7 P 0.675
8 H 0.018
9 H 0.121
10 H 0.117
11 H 0.059
12 H 0.125
13 H -0.059
14 H -0.053
15 H -0.064
16 C -0.202
17 S 0.743
18 C -0.297
19 O -0.733
20 H 0.068
21 H 0.064
22 H 0.070
23 H 0.072
24 H 0.051
25 H 0.076

=====

| no. | M (g mol⁻¹) | calculated total energy (a.u.) |
| --- | --- | --- |
| 1 | 197.18 | -1484.98149 |
| 2 | 483.85 | -4380.56614 |
| 3 | 161.66 | -844.46884 |
| 4 | 228.61 | -1377.61711 |
| 5 | 369.45 | -1193.60295 |